ORCA calculation (wB97M-V/def2-TZVPD) on C41H59AsGeN6OSSi2Tc as an isolated structure.

HOMO (spin up / spin down) in eV: -8.490 / -8.497
LUMO (spin up / spin down) in eV: -3.89 / -3.90
Frontier orbital gap (spin up / spin down) in hartree: 0.16906 / 0.16875

Structure (ORCA input):
```
! RIJCOSX wB97M-V def2-TZVPD def2/J DEFGRID3
* xyz 1 1
Tc 0.0000 0.0000 0.0000
As -1.6613 1.5594 1.0328
Ge -0.1188 -2.1602 -1.2774
S 1.3423 0.8545 1.6683
Si -3.2395 -0.1724 0.9896
Si -2.8821 3.3189 1.9973
O -0.5165 -0.9970 1.2596
N -0.7866 0.6879 -1.6369
N 1.8412 -1.5556 2.5586
N 3.4111 -0.7333 0.9992
N -1.0775 2.1370 -3.5030
N 4.5128 -1.9951 -4.2091
N 1.6319 0.1972 -1.0308
C 4.0163 0.9239 -2.3026
C 2.7243 -1.8939 -1.2876
C 3.4335 -0.3172 -2.5605
C 3.4000 1.7959 -1.4071
C 1.3114 -6.0080 -3.4884
C -0.4439 1.7130 -2.3420
C 2.6469 -6.3186 -3.7419
C 2.2203 1.3921 -0.8017
C 0.9761 -4.8304 -2.8160
C -3.7534 -0.7005 2.7069
C -0.9836 -4.8020 1.8695
C -0.3811 -3.8368 1.0564
C 2.2650 -0.5439 1.7280
C 5.3027 -2.0524 0.3186
C 1.6814 -2.7339 -1.6984
C -2.4133 -1.6537 0.2082
C -2.2576 1.4572 -4.0482
C 2.2517 -0.6314 -1.9055
C 4.0279 -1.2437 -3.4697
C 1.9033 -3.7462 3.6502
C 4.0528 -2.2262 -1.5494
C -2.1700 -5.4191 1.4615
C 3.3392 -4.2667 -2.6458
C -0.6063 3.2984 -4.2709
C 3.6178 -2.9660 2.0083
C -1.2557 4.5860 -3.7893
C -1.1274 -1.8204 -2.9090
C -2.8564 4.7359 0.7827
C 1.9802 -3.9389 -2.3845
C 0.7708 2.4595 -1.8155
C -0.9645 -3.4863 -0.1678
C -4.7122 0.2252 -0.0912
C 2.4974 -2.7502 2.7048
C -2.7546 -5.0714 0.2397
C 4.0440 -1.8559 1.1249
C 4.3619 -3.4049 -2.2254
C -1.9622 3.8386 3.5352
C -2.1537 -4.1064 -0.5749
C 3.6585 -5.4540 -3.3233
C -3.5156 1.8093 -3.2688
C -4.6645 3.0418 2.4860
H -0.6092 -1.0401 -3.5031
H -3.3499 5.6208 1.2346
H -1.5313 -1.9491 0.8124
H -2.0911 -1.3978 -0.8218
H -2.4574 4.7255 3.9812
H -3.7321 2.8798 -3.3250
H -0.0701 -4.6355 -2.6409
H -2.6356 -6.1662 2.0910
H 0.5316 3.5127 -1.6558
H -4.3595 0.4753 -1.1127
H -3.6727 -5.5498 -0.0759
H -2.6144 -3.8466 -1.5185
H 0.5308 -6.6836 -3.8140
H -2.3312 4.5850 -3.9878
H -4.3753 1.2716 -3.6811
H 0.4832 3.3900 -4.2111
H -0.5310 -5.0717 2.8149
H -5.2810 2.8085 1.6018
H 1.8496 -3.3289 4.6612
H 4.1991 -3.8754 2.0606
H 5.0657 -1.9674 -0.7460
H 0.8911 -4.0179 3.3330
H -1.2064 -2.7465 -3.5125
H -1.9676 3.0048 4.2667
H -1.1150 4.7366 -2.7150
H 5.7507 -3.0320 0.5034
H -4.4356 -1.5718 2.6297
H 0.5383 -3.3643 1.3784
H 1.5944 2.3707 -2.5293
H -3.4278 1.5446 -2.2111
H -1.8059 4.9869 0.5298
H -0.8202 3.1663 -5.3384
H 0.9901 -1.3724 3.0777
H -5.0526 3.9808 2.9312
H 3.8291 2.7675 -1.1864
H -5.3751 -0.6628 -0.1406
H -1.5916 0.1819 -2.0225
H -3.3985 4.4403 -0.1393
H 4.6905 -5.7134 -3.5280
H -2.4118 1.7244 -5.1004
H -2.1448 -1.4660 -2.6451
H -2.1017 0.3722 -4.0437
H 4.9429 1.2165 -2.7913
H 4.8473 -1.5658 -1.2264
H -4.2751 0.1134 3.2354
H -5.2886 1.0725 0.3115
H -3.1315 -2.4984 0.1690
H -0.8225 5.4445 -4.3126
H 2.8989 -7.2330 -4.2633
H 2.4965 -4.6654 3.6989
H 1.7023 2.0364 -0.0963
H -4.7436 2.2462 3.2464
H 6.0264 -1.2768 0.5856
H 1.0996 2.0354 -0.8613
H 5.4011 -3.6441 -2.4184
H 2.5066 -0.9729 -0.7614
H -2.8520 -0.9913 3.2839
H 1.7483 -1.5825 -2.0636
H -0.9156 4.0930 3.2710
*
```

***

ORCA calculation (wB97M-V/def2-TZVPD) on C41H59Br3KN5OS5Se as an isolated structure.

Energy above the lowest of the compared OMol25 structures with the same formula, charge and spin in kcal/mol: 16.73
HOMO in eV: -2.393
LUMO in eV: 3.48
Frontier orbital gap in hartree: 0.21580

Structure (ORCA input):
```
! RIJCOSX wB97M-V def2-TZVPD def2/J DEFGRID3
* xyz -2 1
Br 0.6167 -0.8210 6.0319
Br -0.7859 3.3765 2.1429
Br -3.0232 -3.0304 0.1163
Se 0.1626 -3.2390 -1.3646
K -1.4865 -0.2739 0.7155
S 6.1551 5.6693 -1.5590
S 3.3347 4.6739 -1.5138
S 3.1209 1.8908 -4.8167
S 0.9756 3.1010 -2.3875
S 5.1180 3.6894 -3.5179
O -2.6491 1.0683 2.1023
N 1.6186 -0.1570 -0.3765
N -0.4735 -2.1040 3.8444
N 2.9760 -3.3920 -0.9926
N 2.4317 -2.1513 -2.7223
N 1.2116 0.5507 2.6797
C -2.6896 3.4133 2.1474
C -0.6822 -3.1240 3.0104
C 0.3815 -2.2788 4.8167
C 3.4959 3.0346 -3.5499
C 6.0321 -1.2636 -2.7294
C 6.3855 -2.0517 -1.6372
C 3.1797 0.8864 1.1875
C -6.9318 5.9122 2.3923
C -5.1223 6.8178 0.9562
C -4.9055 6.8734 3.4451
C -4.7121 4.6949 2.2169
C 4.8199 -6.5949 -0.2704
C 4.1443 -2.7953 -1.4385
C 3.7937 -2.0080 -2.5422
C -6.3074 0.8937 3.5780
C 5.4486 -2.8300 -0.9719
C 2.6072 3.4921 -2.6150
C 2.0355 1.5336 1.9765
C -0.2589 -3.3737 -5.3044
C -4.7723 2.2294 2.1325
C 1.6492 -1.4145 -3.7018
C -6.8470 1.1660 1.1509
C -5.0249 -0.3292 1.8466
C -3.3417 2.1404 2.1265
C 2.4644 -5.6291 -0.0333
C 2.8034 0.6825 -0.2754
C -0.0044 -4.3294 3.1244
C 1.1167 -3.4344 5.0380
C 2.8296 -4.1703 0.2273
C -3.3188 4.6311 2.1879
C -5.7031 1.0039 2.1683
C 4.7286 -1.2273 -3.2025
C 1.2651 -3.3476 -5.3353
C 0.9142 -4.4811 4.1526
C 1.9870 2.8706 -5.8323
C 1.9236 -2.9596 -1.7561
C -5.4140 6.0489 2.2533
C 3.4556 -6.3808 -0.9152
C -5.3824 3.4796 2.1897
C 4.9337 4.7210 -2.1617
C 1.8516 -1.9543 -5.1133
H 1.2185 -0.1052 -1.3058
H -5.5750 7.8141 0.9818
H 1.7986 -1.1258 -0.1524
H -6.4630 3.4954 2.2253
H 2.0495 -3.7000 0.8331
H 3.7742 -4.0888 0.7669
H 5.4595 -7.2220 -0.8935
H -6.8639 1.7959 3.8427
H -1.4211 -2.9811 2.2266
H 2.4859 3.7638 -6.2041
H 3.6652 0.2944 -0.8436
H -0.6399 -3.2041 -4.2976
H 0.6080 -1.4969 -3.3881
H 1.3890 2.0529 1.2694
H -3.8393 7.0812 3.3570
H 2.3816 -6.1264 0.9391
H 4.4475 -0.5818 -4.0225
H 5.3461 -5.6524 -0.1156
H 5.7290 -3.4141 -0.1062
H 1.6207 -3.7267 -6.2984
H -5.5207 6.2768 0.0963
H -6.9859 0.0373 3.6372
H -7.3649 5.3858 1.5403
H 1.4630 -5.4071 4.2757
H -0.6729 -2.6069 -5.9638
H -6.4447 1.3427 0.1522
H 4.0736 1.5152 1.2358
H 2.4416 2.2981 2.6551
H 1.8103 -3.5021 5.8629
H -4.2380 -0.5713 2.5531
H 1.1201 3.1390 -5.2311
H 1.9401 -0.3637 -3.6372
H 1.3910 -1.2482 -5.8106
H 3.4389 -0.0758 1.6469
H 1.6820 2.2459 -6.6716
H -4.0489 6.9333 0.8049
H -4.5838 -0.3365 0.8511
H -0.2069 -5.1178 2.4126
H -7.2003 5.3695 3.3005
H 0.3231 0.9646 2.9509
H -7.5203 1.9886 1.3962
H 3.0228 -7.3513 -1.1713
H 1.4730 -5.6444 -0.4868
H 4.7173 -7.0820 0.7021
H -5.0628 6.3304 4.3786
H 7.4089 -2.0431 -1.2851
H 6.7821 -0.6471 -3.2064
H -2.7145 5.5302 2.1908
H -5.5155 0.7552 4.3161
H -0.6396 -4.3410 -5.6356
H -5.4326 7.8307 3.5045
H 1.6565 -4.0277 -4.5715
H 2.5499 1.6518 -0.7039
H -5.7743 -1.1254 1.8689
H -7.4422 0.2499 1.1205
H 2.9226 -1.9624 -5.3376
H -7.3880 6.9045 2.4411
H 1.6633 0.2763 3.5434
H 3.5735 -5.8433 -1.8611
*
```

***

ORCA calculation (wB97M-V/def2-TZVPD) on C41H59LaN8OSSbSi3 as an isolated structure.

Energy above the lowest of the compared OMol25 structures with the same formula, charge and spin in kcal/mol: 0.00
HOMO in eV: -3.121
LUMO in eV: 1.77
Frontier orbital gap in hartree: 0.17988

Structure (ORCA input):
```
! RIJCOSX wB97M-V def2-TZVPD def2/J DEFGRID3
* xyz -1 1
La 2.1598 -0.6358 0.2701
Sb -1.4477 0.6287 1.2852
S 4.3838 0.0688 2.6871
Si -4.8867 0.5523 0.5486
Si -3.4310 2.2975 -1.5771
Si 0.7718 0.6868 3.7011
O 1.2322 -2.7694 -1.4222
N 3.9854 -1.7926 -1.6572
N 4.4095 -2.6534 2.3144
N -1.7159 -0.8020 -0.2067
N 2.5434 1.5535 -2.3710
N 1.2485 -2.5325 1.9780
N 3.7613 1.7529 0.0175
N 4.1335 -2.3463 1.0285
N 4.8600 -1.8995 4.3828
C 4.5280 -3.7942 -3.4978
C 4.3127 -2.4913 -3.9190
C 0.0255 -0.9866 -2.6392
C 4.2762 -3.3078 0.1945
C 0.2998 -1.7078 2.4900
C -0.7407 1.2309 4.7147
C 1.7627 -0.3265 4.9567
C -0.9337 -2.0111 -0.5250
C -1.8100 -3.0128 -1.2400
C -6.4175 -0.0312 -0.4015
C 1.0755 2.4025 -4.0707
C 4.4695 -4.0818 -2.1458
C 0.8919 3.5686 -3.3886
C 1.6213 2.3315 3.3168
C -0.7523 -2.2768 3.2407
C -0.1664 1.9596 0.1395
C 1.5600 3.7720 -2.1602
C -0.7937 -3.6342 3.4559
C -5.0600 2.5516 -2.5153
C 0.4604 -0.2865 2.1634
C -3.3828 0.8636 -0.4531
C 1.0435 -3.5800 -2.5635
C 0.2086 -4.4515 2.9301
C 2.0501 5.0470 -0.1814
C 2.8916 4.0120 0.2810
C -2.8926 -2.6222 -1.9270
C 1.2034 -3.8444 2.1935
C -3.3634 -1.2598 -1.8751
C -2.8222 -0.4293 -0.9315
C 4.2093 -3.0517 -1.2468
C 4.0298 -1.5315 -2.9563
C 3.0579 2.8703 -0.4546
C 0.3477 -1.5832 -1.2804
C 1.3961 4.9394 -1.3739
C -3.1716 3.9454 -0.6540
C -4.6097 -0.8036 1.8359
C 4.5332 -1.5894 3.0933
C 1.9185 1.4190 -3.5143
C -2.1286 2.1948 -2.9402
C -5.3875 2.1217 1.4740
C 2.3859 2.7300 -1.7006
H -1.5297 -1.6280 3.6260
H 0.1496 1.4283 -0.7651
H 2.0298 2.7702 4.2306
H 1.4693 -3.1193 -3.4629
H 2.0496 0.4773 -4.0378
H -0.6725 -1.5882 -3.2389
H -2.2765 2.9901 -3.6780
H 4.6773 -1.1828 5.0634
H 0.9376 -0.8545 -3.2330
H -0.4323 -0.0063 -2.5132
H -0.3967 1.8322 5.5626
H 1.5623 -4.5249 -2.3840
H 2.5807 0.2622 5.3769
H -6.2624 1.9466 2.1050
H 3.8347 -0.5013 -3.2330
H -4.2580 -0.9555 -2.3993
H -3.1778 3.7835 0.4256
H 0.7355 5.7221 -1.7244
H 4.3505 -2.2182 -4.9642
H 4.7345 -4.5788 -4.2146
H 2.0062 -4.4250 1.7493
H -5.6231 2.9440 0.7948
H 0.7049 2.2508 0.7304
H -0.0118 -3.7844 -2.7452
H 4.5709 -4.2968 0.5439
H -7.2647 -0.1665 0.2774
H 3.3848 4.1052 1.2405
H -4.0406 -1.6322 1.4050
H -0.7039 2.8545 -0.1638
H -1.4553 1.8294 4.1487
H 0.2190 4.3329 -3.7581
H -6.7156 0.6662 -1.1849
H 4.6835 -2.8539 4.6554
H 1.9208 5.9288 0.4322
H -1.6057 -4.0665 4.0291
H -1.5367 -4.0594 -1.1715
H -3.4825 -3.3593 -2.4661
H -1.1226 2.2944 -2.5351
H -5.2981 1.6821 -3.1324
H -5.5693 -1.1977 2.1811
H -4.0597 -0.4348 2.7040
H -5.8912 2.7038 -1.8230
H -0.6131 -2.4746 0.4080
H 4.6318 -5.0853 -1.7759
H 1.1120 -0.6462 5.7746
H -1.2807 0.3708 5.1196
H -3.9486 4.6775 -0.8883
H -4.5649 2.4465 2.1164
H -2.1942 1.2331 -3.4525
H 2.1920 -1.2166 4.4977
H 0.2098 -5.5218 3.0806
H -5.0033 3.4296 -3.1657
H 4.3451 1.2951 -0.6735
H -6.2035 -0.9931 -0.8724
H 0.5583 2.1993 -4.9977
H 2.4421 2.2081 2.6103
H 0.9049 3.0427 2.8966
H 4.2734 1.8942 0.8784
H -2.2100 4.3967 -0.9136
*
```